{
  "formula": "C6H5IN3",
  "method": "ωB97M-V with the def2-TZVPD basis set",
  "elements": ["C", "C", "C", "C", "C", "C", "N", "N", "N", "I", "H", "H", "H", "H", "H"],
  "positions_angstrom": [[-0.517375, -1.671345, 0.021435], [-1.947184, -1.596543, -0.014052], [0.347621, -0.634697, 0.046367], [-0.194708, 2.830893, -0.013480], [-2.683249, -0.490950, 0.003316], [-1.348463, 1.099872, 0.042278], [-1.437812, 2.412400, 0.011773], [0.672725, 1.800002, -0.002465], [-0.084000, 0.674167, 0.034544], [-4.640010, 0.022042, -0.000849], [-0.092188, -2.663014, 0.032616], [-2.476667, -2.544457, -0.048616], [1.417590, -0.773448, 0.073195], [0.096004, 3.864350, -0.040004], [1.685551, 1.803586, -0.027545]],
  "forces_ev_per_a": [[0.8, 0.6, 0.0], [-0.6, -0.1, 0.0], [0.2, -1.3, 0.0], [0.4, -0.2, 0.0], [2.9, 3.7, 0.1], [-3.1, -4.1, -0.1], [-0.5, 0.2, 0.0], [0.2, 0.5, 0.0], [-0.7, 0.8, 0.0], [0.2, -0.1, 0.0], [0.1, 0.0, 0.0], [-0.1, 0.1, 0.0], [0.0, 0.0, 0.0], [0.3, 0.1, 0.0], [-0.1, -0.1, 0.0]],
  "charge": 1,
  "e_above_lowest_kcal_mol": 39.0,
  "gap_ev": 8.4992,
  "e_tot_ev": -18863.764,
  "mol_weight_g_mol": 246.031
}

{
  "formula": "C5H13O3PS",
  "method": "ωB97M-V with the def2-TZVPD basis set",
  "elements": ["C", "C", "P", "C", "C", "O", "S", "C", "O", "O", "H", "H", "H", "H", "H", "H", "H", "H", "H", "H", "H", "H", "H"],
  "positions_angstrom": [[0.509842, 1.796465, -1.237065], [0.686322, 0.433094, -0.526492], [-0.431870, 0.032607, 1.042118], [-2.139952, -0.115651, 0.556045], [-0.254281, 1.470278, 2.183906], [0.018387, -1.212327, 1.659682], [0.572524, -1.008789, -1.572022], [1.181442, -2.456197, -0.550213], [-0.766293, -1.272576, -1.968190], [1.572918, -0.872814, -2.583803], [-0.575238, 1.750797, -1.381175], [0.822523, 2.758015, -0.826340], [1.194500, 1.580316, -2.190893], [1.744821, 0.237290, -0.067367], [-2.326877, 0.840539, 0.015803], [-2.194711, -1.017557, -0.056908], [-2.695534, -0.253730, 1.413578], [0.729256, 1.663421, 2.375431], [-0.763923, 2.488724, 1.917313], [-0.677486, 1.136348, 3.172236], [0.394875, -2.962415, 0.047866], [1.507121, -3.123263, -1.424106], [1.891635, -1.892575, 0.000595]],
  "forces_ev_per_a": [[1.0, -2.4, -2.1], [1.2, -0.1, 3.7], [0.6, 1.5, -0.7], [1.7, 1.2, -2.3], [-3.8, 0.7, -0.2], [0.8, -1.1, 0.9], [0.8, -1.9, 0.6], [-1.6, 0.1, -2.4], [-1.6, 0.3, -0.4], [0.7, 0.5, -0.7], [0.3, 0.8, -1.0], [0.1, -0.6, 0.7], [-2.0, 1.0, 1.4], [-1.7, 0.7, -0.7], [-0.7, -0.9, 0.2], [-0.2, 0.4, -0.2], [-1.4, 0.0, 1.9], [2.8, 0.4, 0.3], [0.8, -2.0, 0.2], [0.2, 0.2, -1.0], [0.6, 0.8, -0.3], [0.1, 1.0, 1.5], [1.2, -0.7, 0.8]],
  "e_above_lowest_kcal_mol": 14.4,
  "gap_ev": 10.6755,
  "e_tot_ev": -31661.507,
  "mol_weight_g_mol": 184.197,
  "smiles": "C[C@@H](P(C)(C)=O)S(C)(=O)=O"
}

{
  "formula": "C4H15N2O",
  "method": "ωB97M-V with the def2-TZVPD basis set",
  "elements": ["N", "C", "C", "N", "C", "C", "H", "H", "H", "H", "H", "H", "H", "H", "H", "H", "H", "H", "H", "H", "H", "O"],
  "positions_angstrom": [[1.520432, -1.768131, -0.787433], [1.751301, -0.197046, -0.696134], [1.298523, 0.320344, 0.746128], [-0.169182, 0.298652, 0.896256], [-0.704370, 1.580161, 0.550912], [-2.159882, 1.520308, 0.568673], [1.704714, -2.183897, -1.755615], [2.005538, -2.171051, -0.019206], [0.418944, -1.823140, -0.643274], [1.125328, 0.239552, -1.459883], [2.791104, 0.069949, -1.030400], [1.858984, -0.285043, 1.514247], [1.761402, 1.378739, 0.722233], [-0.265995, 0.095302, 1.921482], [-0.238029, 2.467245, 1.120576], [-0.226280, 1.897205, -0.465052], [-2.568627, 2.106620, -0.197665], [-2.547568, 2.145656, 1.441029], [-2.466042, 0.535028, 0.884738], [-1.161182, -0.622666, -0.287802], [-1.689533, -2.243322, -0.841351], [-1.384367, -1.332803, -1.085412]],
  "forces_ev_per_a": [[-2.6, 2.2, -1.7], [0.2, -0.6, 0.3], [2.3, 0.1, -1.9], [2.4, -0.9, 1.9], [3.0, 3.1, -1.4], [-1.3, 2.0, 3.4], [0.1, 0.6, 1.9], [0.6, -1.0, 0.4], [1.7, -0.1, -0.5], [-0.5, -0.1, -0.1], [-0.8, -0.6, 0.9], [-0.8, 0.7, -0.5], [-0.9, -1.4, 0.6], [-0.6, 0.3, -1.3], [-0.8, -1.4, 0.0], [-1.2, -1.1, 1.1], [-1.1, -0.4, -1.7], [0.6, -0.7, -0.6], [-0.8, -0.3, -1.1], [-0.8, -2.9, -1.6], [0.0, 1.6, 0.4], [1.3, 0.8, 1.6]],
  "charge": 1,
  "e_above_lowest_kcal_mol": 59.3,
  "gap_ev": 10.5034,
  "e_tot_ev": -9411.093,
  "mol_weight_g_mol": 107.177
}

{
  "formula": "C17H25ClInN2O4S",
  "method": "ωB97M-V with the def2-TZVPD basis set",
  "elements": ["C", "C", "O", "O", "C", "In", "C", "C", "C", "C", "S", "O", "O", "Cl", "H", "H", "H", "H", "H", "H", "H", "H", "H", "H", "H", "H", "H", "H", "H", "N", "C", "C", "C", "C", "C", "H", "H", "H", "H", "H", "N", "C", "C", "C", "C", "C", "H", "H", "H", "H", "H"],
  "positions_angstrom": [[-5.351086, -4.983858, 0.048046], [-4.800953, -4.709942, -1.434034], [-4.816861, -5.592784, -2.302664], [-4.356781, -3.408628, -1.671258], [-3.449698, -3.333748, -2.818538], [-1.563835, -4.570177, -2.662783], [-1.047357, -5.248199, -0.573940], [-1.312472, -4.171201, 0.579659], [-0.932533, -2.667366, 0.196076], [-2.262251, -1.780700, 0.376198], [-1.894102, -0.015610, 0.863859], [-1.361485, 0.095500, 2.255023], [-3.205673, 0.728589, 0.746001], [-0.531240, 0.674323, -0.569792], [-6.053270, -4.104655, 0.269626], [-4.475578, -4.882483, 0.760803], [-5.875425, -5.981607, 0.121428], [-3.129061, -2.233124, -2.910124], [-3.972961, -3.573309, -3.811811], [-0.196726, -3.567539, -3.307788], [-1.711400, -5.991572, -3.741498], [-1.602093, -6.204279, -0.262830], [0.059485, -5.509421, -0.553546], [-0.638506, -4.457984, 1.466951], [-2.378016, -4.309045, 0.957419], [-0.471881, -2.536331, -0.828862], [-0.150637, -2.298702, 0.951165], [-2.724050, -1.700608, -0.668424], [-2.970627, -2.216687, 1.140271], [1.400856, 4.824749, -0.614007], [1.195176, 3.562852, -1.022793], [2.056788, 2.874065, -1.862040], [3.196053, 3.524836, -2.310078], [3.431618, 4.830322, -1.904148], [2.510838, 5.430676, -1.060346], [0.289738, 3.097402, -0.648975], [1.841627, 1.854903, -2.157785], [3.893821, 3.020006, -2.968913], [4.310691, 5.369293, -2.234884], [2.653146, 6.448955, -0.712532], [2.774492, 4.788694, 3.869977], [3.865740, 5.155828, 4.557388], [5.130914, 5.254329, 4.001624], [5.281559, 4.952372, 2.656240], [4.169712, 4.567972, 1.921832], [2.946108, 4.503629, 2.570462], [3.697833, 5.378497, 5.606116], [5.976735, 5.558840, 4.605276], [6.256078, 5.016238, 2.184633], [4.250628, 4.324692, 0.870050], [2.046921, 4.211998, 2.038269]],
  "forces_ev_per_a": [[0.3, 1.7, -0.9], [-0.4, -0.9, -0.9], [0.2, 2.2, 2.1], [-0.6, -2.5, 0.6], [0.6, 1.2, -1.6], [0.2, -0.5, -0.4], [-0.1, -0.1, 1.2], [1.1, -1.0, 0.1], [-0.4, 0.4, 1.5], [1.5, -0.3, -1.9], [-4.3, 1.2, 3.7], [0.1, -0.6, -3.5], [3.6, -1.7, -0.7], [-0.5, -0.5, 0.6], [0.8, -1.4, -0.1], [-1.1, -0.3, -0.8], [0.8, 1.3, -0.2], [-0.8, -1.4, 0.4], [0.4, 0.2, 1.6], [-0.2, 0.0, 0.2], [0.0, 0.2, 0.2], [0.8, 1.2, -0.5], [-1.2, 0.3, -0.1], [-1.1, 0.5, -1.0], [1.2, 0.6, -0.6], [-0.8, -0.3, 1.1], [-1.1, -0.5, -1.0], [0.2, 0.1, 1.7], [0.8, 1.0, -0.7], [0.5, -0.3, -0.4], [-0.1, 0.5, 0.3], [0.1, 0.1, 0.0], [0.1, -0.1, -0.1], [0.0, -0.1, 0.0], [-0.5, -0.1, 0.2], [0.1, 0.1, -0.1], [0.0, 0.0, 0.0], [0.0, 0.0, 0.0], [0.0, 0.0, 0.0], [0.1, 0.0, 0.0], [0.6, 0.1, -0.2], [-0.5, -0.1, -0.2], [0.0, 0.0, -0.1], [0.1, 0.0, -0.1], [0.2, 0.0, 0.1], [-0.3, 0.0, 0.5], [0.1, 0.0, 0.0], [0.0, 0.0, 0.0], [0.0, 0.0, 0.0], [-0.1, 0.0, 0.0], [0.1, 0.0, -0.1]],
  "charge": -1,
  "gap_ev": 6.9133,
  "e_tot_ev": -57733.104,
  "mol_weight_g_mol": 503.735
}